Entry 1:
148
Properties=species:S:1:pos:R:3:mulliken_charge:R:1 method="wB97M-V/def2-TZVPD" lumo_energy_ev=0.30 total_charge=0 smiles="O=[SH](=O)CB1OBOB(Cc2ccccc2)O1.CCCCCC.CCCCCC.CCCCCC.CCCCCC.CCCCCC.CCCCCC" largest_force_ev_per_a=0.963
S 3.775 -0.774 2.320 1.11
O 0.762 -1.848 3.405 -0.25
O 4.463 -0.933 1.066 -0.61
O 3.720 -1.874 3.243 -0.59
O -0.295 -3.710 2.416 0.01
O 0.570 -1.977 1.033 -0.18
C -3.768 1.730 -10.998 -0.85
C 1.402 -3.583 -8.902 -1.26
C 1.485 -6.251 -0.186 -0.50
C 1.649 4.985 6.160 0.26
C 5.598 -1.763 -7.501 -1.18
C 2.483 -1.629 -7.663 -0.37
C 1.995 7.230 9.721 -0.49
C 2.198 3.493 3.491 0.04
C 0.220 5.572 10.505 -1.25
C 1.694 5.658 4.789 -0.92
C 1.333 4.746 3.614 -0.96
C 0.267 4.460 6.538 -1.22
C -5.965 3.019 -10.806 -1.19
C -3.343 -5.853 8.313 -1.18
C -3.154 2.083 -8.518 -0.50
C 3.675 3.790 3.257 -1.17
C 2.143 -0.199 1.969 -0.03
C -1.377 -3.117 -4.815 -0.23
C 1.351 -4.875 -0.308 0.52
C -3.769 1.169 -9.575 -0.43
C -2.781 -3.616 -4.467 -0.96
C 1.917 8.600 11.901 -0.41
C 3.837 -6.101 -0.686 -0.43
C 1.961 9.967 11.226 -1.19
C -1.336 -1.798 -5.583 -0.44
C 2.485 -4.116 -0.617 -0.02
C -2.644 -3.494 5.491 -0.35
C -3.008 -2.303 -2.295 -1.05
C 2.717 -6.863 -0.375 -0.55
C -4.482 3.071 -11.159 -0.38
C -2.019 -1.866 -6.946 -0.87
C -3.420 -5.940 5.761 -0.87
C 0.514 6.858 9.740 -0.32
C 2.608 7.500 11.097 -0.91
C -4.195 -5.700 7.056 -0.40
C 2.116 -3.112 -7.638 -0.16
C 3.451 -1.224 -8.776 -0.89
C -1.678 2.384 -8.762 -1.18
C 0.008 -4.200 -0.106 -0.32
C 4.781 -1.977 -8.772 -0.39
C -3.615 -3.138 4.370 -1.16
C -3.624 -2.638 -3.650 -0.53
C 3.715 -4.725 -0.802 -0.81
C -2.261 -4.972 5.517 -0.30
B 0.068 -3.282 1.150 0.25
B 0.515 -3.209 3.421 0.30
B 1.113 -1.395 2.154 -0.07
H 1.412 5.323 2.688 0.43
H 1.565 -1.040 -7.771 0.15
H -1.557 -2.634 -7.571 0.20
H -2.866 -3.211 -1.705 0.23
H 0.487 -3.010 -9.066 0.23
H -4.116 -5.897 4.918 0.32
H 5.815 -0.703 -7.352 0.29
H -6.440 3.988 -10.963 0.38
H 4.363 0.272 2.947 0.02
H 2.608 6.577 11.684 0.35
H -0.843 5.327 10.467 0.37
H -3.319 -3.869 -5.384 0.34
H 3.817 4.377 2.348 0.32
H 2.401 8.669 12.879 0.38
H 5.367 -1.646 -9.633 0.38
H -2.037 -1.817 -2.405 0.21
H -6.123 2.744 -9.762 0.28
H -3.988 3.833 -10.549 0.22
H -0.075 7.678 10.161 0.35
H 1.870 0.637 2.617 -0.16
H -1.730 -2.903 5.370 0.17
H 1.007 6.509 4.789 0.43
H 4.606 -3.046 -8.918 0.23
H -3.191 -3.396 3.397 0.15
H -2.685 -4.552 -3.908 0.44
H 0.772 4.731 10.078 0.24
H 2.375 4.167 6.201 0.29
H 2.798 -7.942 -0.287 0.38
H -1.789 -5.230 4.564 0.13
H -2.906 -6.852 8.366 0.29
H -3.942 -5.702 9.212 0.38
H -3.023 -6.960 5.769 0.41
H 2.400 -3.038 -0.708 0.41
H -1.494 -5.125 6.282 0.37
H -0.235 -3.603 -0.992 -0.22
H -0.289 -1.515 -5.728 0.29
H -0.872 -3.887 -5.406 0.36
H 4.802 -6.571 -0.841 0.38
H 1.466 -3.290 -6.776 0.06
H -1.933 -0.911 -7.467 0.01
H 3.660 7.768 10.961 0.40
H 0.498 5.654 11.557 0.37
H 2.969 -1.360 -9.748 0.34
H -1.785 -0.998 -4.987 0.37
H -3.787 -1.716 -4.215 0.24
H 2.691 6.079 4.632 0.31
H 1.484 10.726 11.847 0.38
H 0.282 4.020 7.536 0.27
H 2.133 8.107 9.082 0.39
H 0.878 8.323 12.099 0.23
H 0.285 4.447 3.692 0.33
H -4.649 -4.706 7.041 0.22
H -1.523 2.908 -9.706 0.32
H -3.082 -2.096 -6.855 0.43
H -3.649 -1.629 -1.725 0.46
H 2.089 2.871 4.385 0.30
H -0.763 -4.966 0.016 0.36
H 2.180 0.122 0.926 0.28
H -4.613 -3.077 -3.497 0.40
H 5.072 -2.125 -6.617 0.27
H -3.261 1.602 -7.542 0.35
H 2.992 10.280 11.050 0.29
H -2.527 -5.129 8.338 0.28
H -0.789 -3.012 -3.898 0.08
H -6.486 2.287 -11.427 0.29
H -4.563 -3.666 4.476 0.37
H 4.109 4.345 4.089 0.32
H 1.971 5.712 6.910 -0.14
H -1.269 3.012 -7.969 0.39
H -2.738 1.831 -11.351 0.33
H 1.128 -4.636 -8.827 0.37
H 6.550 -2.294 -7.554 0.38
H 3.651 -0.151 -8.688 0.38
H -0.466 5.270 6.540 0.28
H -4.240 0.996 -11.660 0.39
H 1.444 9.960 10.265 0.28
H -0.081 3.692 5.846 0.41
H -3.067 -3.193 6.454 0.42
H -4.794 0.926 -9.281 0.35
H 1.052 -3.950 4.176 -0.10
H 2.031 -3.471 -9.786 0.39
H -3.835 -2.069 4.367 0.38
H -4.373 3.398 -12.196 0.37
H 0.621 -6.863 0.057 0.34
H 4.249 2.867 3.150 0.22
H 1.819 2.898 2.655 0.27
H 0.174 6.741 8.707 0.24
H 2.557 6.420 9.245 0.30
H -3.226 0.218 -9.577 0.26
H 4.580 -4.117 -1.041 0.42
H -5.024 -6.411 7.099 0.38
H 3.008 -3.721 -7.473 0.36
H 2.904 -1.351 -6.693 0.40
H -3.712 3.021 -8.455 0.40
H -1.093 1.461 -8.791 0.22

***

Entry 2:
171
Properties=species:S:1:pos:R:3:mulliken_charge:R:1 method="wB97M-V/def2-TZVPD" s2=0.7559 lumo_energy_ev="-11.58 / -11.58" multiplicity=2 total_charge=+4 largest_force_ev_per_a=11.095
S -2.372 5.459 3.279 0.91
S -1.751 7.050 1.596 0.69
S -0.717 0.326 0.963 0.47
S 0.488 0.546 -0.964 0.67
F -2.230 3.879 3.347 -0.21
F -1.984 7.213 0.000 -0.30
F 0.535 1.716 -2.088 -0.37
F -1.374 1.330 2.078 -0.29
O -5.967 1.609 1.532 -0.39
O -2.819 3.275 -2.154 -0.48
O -3.769 5.738 3.644 -0.56
O 5.629 1.329 -5.734 -0.52
O -0.341 7.396 1.746 -0.57
O -1.856 -0.497 0.576 -0.35
O 3.077 2.561 4.979 -0.32
O -6.694 -3.546 -3.064 -0.24
O 3.458 -1.229 5.234 -0.45
O -1.387 5.927 4.170 -0.53
O 1.853 0.391 -0.687 -0.66
O -2.748 7.941 2.219 -0.56
O -0.128 -0.575 -1.663 -0.47
O 0.342 -0.297 1.729 -0.23
N -6.014 -2.510 -2.400 0.58
N 1.417 -6.052 -1.657 0.27
N -1.432 3.919 -0.354 1.66
N 1.224 -2.213 5.059 0.01
N -0.427 1.457 0.097 -0.73
N 5.361 0.074 -5.033 0.43
N -1.973 5.580 1.618 -0.27
N -7.307 1.267 3.482 -0.08
N 3.006 3.696 4.237 0.86
C 2.686 -2.166 3.050 -0.66
C 3.199 4.989 4.996 1.33
C -0.395 4.626 -1.320 -0.69
C 3.064 6.119 2.514 -0.41
C 6.553 -0.914 -4.833 1.29
C -4.343 -2.917 -0.493 -0.84
C -6.885 -1.275 -1.954 1.65
C 2.464 3.672 2.813 1.71
C -2.747 3.531 -1.008 0.73
C 7.731 -0.603 -5.831 -1.72
C 3.555 6.234 3.991 -1.16
C 0.098 -4.076 -1.311 0.72
C 2.935 0.878 -5.054 -1.53
C 3.979 0.007 -4.344 1.71
C 3.654 -1.500 -4.524 -1.12
C 1.343 -7.596 -1.675 -0.70
C 0.042 -5.449 -2.055 -0.85
C 1.707 -5.505 -0.190 -0.94
C 4.742 -2.543 -4.198 -0.08
C -7.194 -1.384 -0.475 -1.73
C -4.687 -0.038 -1.766 0.20
C 7.039 -0.851 -3.399 -1.84
C 2.395 -5.500 -2.705 -1.11
C -3.725 -3.719 -2.974 -1.52
C 1.822 5.284 5.645 -1.61
C -8.097 -1.341 -2.787 -1.73
C 4.151 0.375 -2.835 -1.45
C 0.440 -0.992 5.270 -0.78
C 2.641 -8.202 -1.163 -0.16
C 2.586 -1.795 4.521 0.36
C 0.919 3.806 2.715 -0.71
C -3.889 3.265 0.041 -0.67
C 5.966 -2.311 -5.023 -1.27
C 0.902 -4.188 -0.003 -0.04
C 2.557 -9.748 -1.299 -1.36
C -3.947 -1.307 -2.304 -0.73
C -4.780 2.203 3.627 -0.76
C -6.138 -0.019 -2.260 -1.75
C -4.522 -2.690 -1.993 1.35
C 3.195 4.735 1.947 -1.26
C 2.875 2.337 2.122 -1.95
C -8.582 1.448 2.631 -0.52
C 4.296 4.893 6.084 -1.76
C -6.039 1.755 2.717 0.31
H 3.017 7.090 4.398 0.43
H 3.469 -1.711 -5.577 0.59
H 2.399 2.147 1.160 0.23
H 6.718 -3.042 -4.725 0.44
H -0.601 -1.288 5.402 0.41
H -7.835 -1.458 -3.839 0.47
H 3.489 -10.233 -1.008 0.40
H 1.886 6.241 6.164 0.49
H -7.712 -2.322 -0.273 0.39
H 2.867 4.804 0.910 0.46
H 3.608 6.843 1.907 0.58
H -9.463 1.254 3.242 0.40
H 5.069 0.926 -2.631 0.34
H 4.631 6.376 4.093 0.40
H 1.233 -7.947 -2.701 0.40
H 7.363 -0.470 -6.849 0.39
H 7.843 -1.588 -3.407 0.49
H 7.576 0.079 -3.214 0.44
H 2.025 0.926 -4.456 0.25
H 5.809 -2.364 -6.101 0.34
H -2.658 -3.618 -2.778 0.28
H 4.075 4.102 6.801 0.40
H -7.312 1.839 4.314 0.41
H -4.674 0.196 -0.701 -0.07
H -0.677 -6.120 -1.586 0.42
H 2.857 -3.241 3.000 0.44
H 1.557 -3.317 0.002 -0.06
H 0.468 -7.785 -1.052 0.36
H -6.445 -1.137 0.277 0.20
H -8.668 -2.219 -2.486 0.47
H -8.480 0.810 1.753 0.11
H 6.468 -0.959 -2.477 0.31
H -4.853 3.269 -0.467 0.49
H -3.779 2.311 0.556 -0.22
H 0.787 -2.910 4.472 0.38
H 1.555 4.554 6.410 0.36
H 0.709 -0.440 6.171 0.34
H 4.277 4.624 1.866 0.45
H 2.483 -6.040 -3.647 0.39
H 1.351 -2.684 5.943 0.40
H 0.511 4.486 -0.731 0.11
H -0.887 -3.750 -0.976 -0.75
H -3.914 -4.791 -2.933 0.41
H 1.782 -10.238 -0.710 0.35
H 3.452 1.154 -2.533 0.36
H -7.997 -0.686 -0.237 0.55
H -4.959 3.190 4.054 0.45
H -0.330 4.085 -2.264 0.33
H 2.183 -4.459 -2.951 0.37
H -4.528 -2.050 0.142 0.17
H 2.432 1.462 2.596 0.25
H 0.248 -4.224 0.869 0.34
H 4.413 5.860 6.573 0.43
H 3.379 -5.566 -2.241 0.42
H 2.769 -5.390 0.025 0.39
H -6.013 0.385 -3.265 0.52
H -0.768 5.637 -1.482 0.38
H 3.551 -7.815 -1.622 0.35
H 2.399 -9.960 -2.356 0.35
H 0.581 4.790 3.038 -0.09
H 0.464 -0.245 4.476 0.16
H -3.911 -3.535 -4.033 0.46
H -4.200 0.832 -2.205 0.35
H 8.583 -1.280 -5.774 0.38
H -3.263 -3.010 -0.382 -0.11
H 5.047 -2.492 -3.153 0.26
H 3.276 1.907 -4.947 0.42
H 3.953 2.179 2.094 0.59
H 2.736 -7.957 -0.106 0.31
H 0.325 3.045 3.221 0.40
H -6.672 0.758 -1.712 0.41
H 2.768 -1.720 -3.929 -0.04
H 1.712 -2.048 2.575 -0.01
H 0.383 -3.249 -1.962 0.28
H 2.706 0.541 -6.065 0.42
H -8.659 2.456 2.222 0.34
H -3.002 -1.333 -1.760 -0.15
H 0.715 3.701 1.649 -0.20
H 1.030 5.511 4.932 0.46
H 2.035 6.451 2.380 0.11
H -7.120 0.324 3.794 0.37
H 0.055 -5.445 -3.145 0.46
H -8.840 -0.550 -2.679 0.34
H 3.925 -0.420 -2.124 0.15
H 5.310 4.679 5.745 0.46
H 4.403 -3.553 -4.431 0.21
H 3.246 -1.528 2.366 0.44
H -1.667 4.491 0.445 0.40
H 8.182 0.361 -5.596 0.40
H -4.872 1.597 4.528 0.56
H -3.851 4.011 0.835 0.42
H -4.764 -3.803 -0.018 0.40
H -3.856 1.958 3.104 -0.17
H -1.135 3.014 -0.018 -0.13
H 1.380 -6.280 0.504 0.40
H -3.823 -1.274 -3.387 0.65

***

Entry 3:
150
Properties=species:S:1:pos:R:3:mulliken_charge:R:1 method="wB97M-V/def2-TZVPD" lumo_energy_ev=-10.57 total_charge=+5 largest_force_ev_per_a=2.438
Zn 4.216 -2.093 -0.019 0.33
O 5.119 -1.729 -3.033 -0.58
O 3.316 -0.508 0.871 -1.11
O 4.289 -3.126 -1.532 -0.46
O 2.264 -1.297 -0.848 -0.28
N -0.810 3.111 -6.154 0.22
N -0.762 -4.591 -1.637 0.35
N -6.336 0.991 1.403 0.33
N 5.486 5.458 2.105 -0.05
N 0.625 -2.946 4.481 0.43
C -1.730 2.009 -6.689 -0.54
C -3.944 0.899 1.177 -0.40
C -1.088 -5.404 -0.385 -0.29
C -8.981 -1.841 1.496 -1.41
C 4.037 -3.704 -3.827 -0.55
C 1.150 0.440 0.334 -0.79
C 0.797 -4.467 -1.529 -0.24
C 6.778 4.809 1.648 -0.96
C -1.459 1.793 -8.185 -0.65
C -1.367 -3.237 -1.586 -0.83
C -8.066 -0.806 0.821 0.13
C 0.126 -6.318 -0.124 -0.57
C 5.064 4.941 3.482 -0.96
C 4.420 5.406 1.047 -0.62
C 1.228 -5.826 -1.067 -0.72
C -2.907 -3.289 -1.546 0.04
C 2.962 -1.756 4.220 0.88
C 1.697 -1.983 5.020 -1.35
C -0.510 -3.079 5.434 -0.61
C -0.414 3.868 -7.407 -0.58
C 1.418 1.474 -3.454 -1.29
C 2.321 -0.451 0.053 1.61
C -5.639 1.837 2.472 -0.49
C 0.070 -5.322 4.644 -0.62
C -1.611 3.893 -5.180 -1.07
C 1.207 -4.335 4.264 -0.49
C -5.218 0.226 0.696 -1.16
C -4.299 1.139 2.645 -0.66
C -6.884 1.961 0.378 -1.06
C 4.495 -2.730 -2.779 0.93
C 4.735 6.585 0.116 -0.53
C -1.060 -5.324 -2.915 -0.75
C 5.801 7.431 0.807 -0.85
C 5.733 6.963 2.261 -0.46
C 0.427 2.554 -5.462 -0.72
C 4.587 3.501 3.514 0.20
C 0.216 1.479 -4.409 -0.30
C -7.471 0.102 1.870 -0.78
C 0.207 -2.373 3.154 -1.34
C 3.627 -0.475 4.742 -1.77
C 4.244 3.113 4.946 -1.25
C -1.104 -4.433 5.103 -0.67
C -0.315 2.778 -8.435 -0.67
C -3.655 -1.954 -1.728 -1.13
H -1.894 -6.066 -0.697 0.32
H -0.113 -1.352 3.329 0.34
H -0.677 -6.338 -2.834 0.42
H 1.566 1.423 0.571 0.37
H -0.515 -4.826 -3.711 0.25
H 2.915 0.353 4.784 0.42
H -9.983 -1.442 1.643 0.36
H 5.481 2.933 3.239 0.31
H -1.922 3.313 -4.318 0.37
H 3.517 5.567 1.637 0.40
H 7.519 4.963 2.421 0.29
H 4.872 3.606 5.692 0.41
H 2.393 1.368 -3.929 0.43
H -0.976 -2.580 -2.369 0.58
H -1.576 -4.893 5.969 0.42
H 0.860 3.468 -5.055 0.38
H -0.149 -5.978 3.808 0.22
H -1.873 -4.401 4.330 0.29
H 1.378 0.652 -2.735 -0.07
H 2.247 -5.794 -0.684 0.54
H -3.474 -1.326 -0.850 -0.04
H -1.274 0.748 -8.420 0.31
H 0.534 4.380 -7.230 0.32
H -4.471 0.200 3.181 0.27
H -5.364 0.126 -0.379 0.59
H 3.259 3.453 5.290 0.39
H 1.489 -4.405 3.218 0.36
H 7.021 5.254 0.688 0.48
H -3.720 1.740 0.522 0.30
H 0.426 0.091 1.062 0.06
H -0.180 -3.042 6.473 0.49
H -0.016 0.476 -4.768 0.48
H -7.505 2.703 0.874 0.37
H 4.313 5.661 3.812 0.31
H -1.382 -4.695 0.382 0.23
H 1.069 -2.409 2.498 0.35
H -8.584 -0.278 0.023 0.29
H -7.088 -0.456 2.726 0.41
H 2.777 -1.675 3.147 -0.48
H 6.586 7.207 2.884 0.47
H -3.131 -3.890 -2.428 0.13
H 0.626 0.674 -0.594 0.15
H 4.202 2.051 5.162 0.09
H -5.234 -0.839 0.945 0.48
H 5.105 6.249 -0.855 0.33
H 1.023 -3.681 -0.807 -0.16
H 1.087 -4.063 -2.496 0.20
H -2.764 2.352 -6.619 0.38
H -0.986 -2.655 -0.737 0.10
H 6.477 3.786 1.433 0.40
H -8.214 0.800 2.262 0.40
H 0.449 -5.879 5.497 0.37
H 6.844 7.397 0.495 0.33
H 5.989 5.168 4.011 0.47
H 1.111 2.190 -6.228 0.41
H -9.033 -2.751 0.902 0.39
H 1.279 -6.598 -1.836 0.35
H -0.526 -3.081 2.767 0.45
H 0.653 2.273 -8.372 0.29
H -1.084 4.789 -4.854 0.40
H 1.953 -2.519 5.939 0.54
H -0.646 1.691 -3.765 0.19
H 4.697 -4.571 -3.806 0.31
H -3.532 1.640 3.231 0.44
H -2.497 4.239 -5.707 0.50
H 3.749 3.262 2.861 0.20
H -4.715 -2.198 -1.652 0.40
H -1.199 -2.242 5.323 0.39
H 2.057 -4.451 4.929 0.43
H -3.382 -1.485 -2.668 0.42
H 3.800 7.082 -0.139 0.36
H 0.406 -6.403 0.925 0.15
H -2.317 2.112 -8.772 0.34
H 4.783 7.345 2.636 0.43
H -1.090 4.693 -7.636 0.44
H -3.141 0.160 1.129 0.21
H -6.366 1.851 3.279 0.39
H 1.122 -1.128 5.379 0.52
H 1.398 2.368 -2.826 0.47
H -0.329 3.093 -9.478 0.49
H 4.076 -3.299 -4.835 0.33
H 4.410 4.419 0.592 0.37
H -6.022 2.396 -0.121 0.43
H -8.633 -2.169 2.478 0.37
H 5.523 8.479 0.691 0.41
H 2.994 -3.963 -3.636 -0.08
H -7.333 -1.425 0.290 0.08
H 4.612 -0.218 4.366 0.52
H -2.137 -5.352 -3.016 0.34
H 3.653 -2.590 4.352 0.45
H -7.476 1.442 -0.369 0.38
H -0.207 -7.318 -0.395 0.38
H -1.726 1.219 -5.942 0.41
H -5.386 2.797 2.029 0.37
H -3.281 -3.757 -0.637 0.33
H 3.794 -0.585 5.823 0.49

***

no.,DFT total energy (Eh)
1,-2582.712861
2,-5270.580794
3,-4086.431838